(1)
This record from the Open Molecules 2025 dataset describes a cluster of 2 separate species, C4H11NO2 in total. The level of theory is ωB97M-V/def2-TZVPD.

```
! RIJCOSX wB97M-V def2-TZVPD def2/J DEFGRID3
* xyz 1 2
C 3.051 -0.698 -1.200
C 1.812 0.203 -1.069
C 0.543 -0.407 -0.517
C 0.486 -0.203 1.026
N -0.229 0.795 1.461
O 1.301 -0.838 1.673
H 3.556 -0.525 -2.146
H 2.826 -1.759 -1.122
H 3.732 -0.547 -0.357
H 2.131 1.150 -0.651
H 1.541 0.432 -2.108
H -0.366 0.007 -0.956
H 0.551 -1.477 -0.735
H -1.057 1.013 0.931
H -0.309 0.926 2.468
H -5.509 0.919 -0.050
H -6.156 0.256 -1.228
O -5.622 1.028 -1.002
*
```

The value obtained for the energy above the lowest of the compared OMol25 structures with the same formula, charge and spin is 14.2 kcal/mol. The calculation puts the LUMO energy (alpha / beta) at -4.02 / -9.08 eV. The calculation puts the frontier orbital gap (alpha / beta) at 10.0 / 4.9 eV.



(2)
This record from the Open Molecules 2025 dataset describes the molecule C3H8N2OS. The level of theory is ωB97M-V/def2-TZVPD.

```
! RIJCOSX wB97M-V def2-TZVPD def2/J DEFGRID3
* xyz 0 1
N -1.115 1.330 -1.504
C -0.091 0.682 -0.965
O 1.058 1.092 -1.286
C -0.193 -0.358 0.097
N 0.086 -1.629 -0.688
C 0.988 -0.370 1.260
S 0.295 -0.076 2.900
H -2.054 0.947 -1.709
H -1.094 2.171 -2.071
H -1.135 -0.403 0.646
H 0.255 -2.388 0.115
H -0.242 -1.417 -1.613
H 1.553 0.541 0.987
H 1.442 -1.349 1.308
H 0.245 1.228 2.523
*
```

The value obtained for the energy above the lowest of the compared OMol25 structures with the same formula, charge and spin is 65.3 kcal/mol. The calculation puts the LUMO energy at 0.66 eV. The calculation puts the frontier orbital gap at 9.5 eV. As for the SMILES: NC(=O)[C@@H](N)CS.



(3)
This record from the Open Molecules 2025 dataset describes a structure of composition C28H36ClCrN5O10P. The level of theory is ωB97M-V/def2-TZVPD.

```
! RIJCOSX wB97M-V def2-TZVPD def2/J DEFGRID3
* xyz 0 4
Cr -1.322 0.865 -0.059
O -0.009 3.606 -1.207
C -1.108 2.927 -0.784
O -1.739 2.184 -1.587
C -1.637 3.459 0.538
O -1.775 2.296 1.358
C -1.048 2.108 2.575
C -0.502 0.673 2.600
O 0.234 0.379 3.529
O -0.883 -0.089 1.637
H 0.175 3.287 -2.103
H -2.625 3.905 0.416
H -0.943 4.176 0.976
H -1.731 2.244 3.413
H -0.235 2.827 2.654
O -5.828 -1.832 -2.522
C -4.744 -2.355 -3.058
O -4.784 -3.223 -3.894
C -3.426 -1.825 -2.587
C -2.196 -2.255 -3.042
Cl -1.798 -3.481 -4.142
N -1.230 -1.550 -2.409
N -1.780 -0.676 -1.538
C -3.092 -0.833 -1.645
C -3.938 -0.016 -0.719
O -5.165 -0.075 -0.796
O -3.271 0.672 0.111
C 0.180 -1.709 -2.577
C 0.947 -2.097 -1.495
C 2.295 -2.357 -1.691
C 2.852 -2.245 -2.956
C 2.069 -1.848 -4.032
C 0.724 -1.571 -3.844
H -5.620 -1.151 -1.812
H 0.480 -2.210 -0.525
H 2.904 -2.672 -0.856
H 3.898 -2.481 -3.108
H 2.501 -1.761 -5.020
H 0.096 -1.266 -4.670
C 2.025 1.423 -2.793
N 2.805 1.111 -1.608
C 4.232 0.989 -1.831
P 2.170 1.266 -0.096
O 0.709 0.950 -0.192
N 2.569 2.777 0.415
C 3.070 3.836 -0.438
C 2.338 3.189 1.788
N 2.914 0.289 0.987
C 2.334 -0.969 1.455
C 4.165 0.619 1.647
H 2.184 2.455 -3.137
H 0.966 1.261 -2.596
H 2.317 0.755 -3.603
H 4.662 1.916 -2.227
H 4.428 0.187 -2.547
H 4.746 0.743 -0.904
H 3.133 3.508 -1.471
H 4.067 4.155 -0.115
H 2.402 4.701 -0.399
H 2.012 2.347 2.399
H 1.578 3.975 1.830
H 3.258 3.591 2.223
H 1.327 -1.082 1.075
H 2.250 -0.943 2.541
H 2.961 -1.813 1.156
H 4.557 1.570 1.289
H 4.914 -0.155 1.455
H 4.014 0.686 2.728
C -2.130 -2.910 1.147
C -2.664 -2.788 2.437
C -1.879 -3.050 3.585
C -2.403 -2.896 4.850
C -3.722 -2.477 5.021
C -4.512 -2.208 3.904
C -3.997 -2.358 2.634
H -2.724 -2.662 0.278
H -1.099 -3.199 0.999
H -0.849 -3.359 3.455
H -1.784 -3.095 5.716
H -4.128 -2.354 6.016
H -5.533 -1.874 4.033
H -4.611 -2.137 1.769
*
```

The calculation puts the LUMO energy (alpha / beta) at 0.08 / 0.05 eV. The calculation puts the frontier orbital gap (alpha / beta) at 6.9 / 7.2 eV.



(4)
This record from the Open Molecules 2025 dataset describes a cluster of 8 separate species, C36H80N8O8 in total. The level of theory is ωB97M-V/def2-TZVPD.

```
! RIJCOSX wB97M-V def2-TZVPD def2/J DEFGRID3
* xyz 0 1
C 10.296 15.590 18.162
C 10.607 14.612 19.355
C 11.410 15.378 20.419
C 9.349 14.068 19.948
C 9.618 12.899 20.859
C 10.337 11.817 20.100
C 11.663 12.282 19.517
C 12.689 12.529 20.654
C 12.167 11.211 18.568
N 11.406 13.497 18.768
O 12.640 14.013 18.358
H 11.253 16.146 18.000
H 10.050 15.016 17.256
H 9.546 16.313 18.518
H 11.168 14.984 21.420
H 12.484 15.399 20.132
H 11.117 16.381 20.408
H 8.781 14.908 20.402
H 8.664 13.633 19.087
H 10.201 13.283 21.700
H 8.668 12.586 21.320
H 9.750 11.348 19.297
H 10.495 10.930 20.765
H 13.356 13.284 20.298
H 13.245 11.604 20.806
H 12.216 12.806 21.618
H 11.372 11.026 17.825
H 12.390 10.303 19.181
H 13.093 11.517 18.079
H 12.585 14.062 17.379
C 17.982 7.602 9.722
C 17.464 9.005 9.729
C 18.692 9.925 9.537
C 16.429 9.280 8.625
C 15.107 8.616 8.893
C 14.463 9.117 10.152
C 15.477 8.928 11.312
C 15.033 9.791 12.460
C 15.489 7.493 11.769
N 16.815 9.453 10.982
O 17.725 9.072 11.947
H 18.696 7.490 8.858
H 18.449 7.239 10.667
H 17.246 6.809 9.511
H 19.041 9.747 8.539
H 18.338 10.946 9.507
H 19.356 9.647 10.335
H 16.260 10.411 8.666
H 16.818 8.939 7.699
H 14.472 8.814 8.056
H 15.182 7.522 8.947
H 13.519 8.695 10.567
H 14.151 10.154 9.951
H 14.023 9.533 12.755
H 15.133 10.784 12.026
H 15.673 9.634 13.327
H 16.415 7.228 12.332
H 15.476 6.791 10.918
H 14.579 7.356 12.338
H 18.032 9.907 12.308
C 9.042 17.822 10.450
N 9.984 16.869 9.906
C 11.165 17.357 9.265
C 9.713 15.535 9.803
O 10.398 14.701 9.225
H 8.107 17.421 10.894
H 8.740 18.634 9.749
H 9.543 18.374 11.327
H 11.658 18.007 10.004
H 11.759 16.509 8.930
H 10.917 17.925 8.350
H 8.779 15.300 10.352
C 13.261 20.506 13.920
N 13.659 19.271 14.479
C 14.974 18.771 14.246
C 12.877 18.672 15.413
O 13.251 17.686 16.054
H 13.314 20.572 12.805
H 13.888 21.301 14.245
H 12.250 20.694 14.088
H 14.863 17.689 14.431
H 15.270 18.997 13.225
H 15.703 19.169 14.926
H 11.872 19.184 15.568
C 9.757 12.157 14.670
N 9.510 12.882 13.446
C 9.427 12.179 12.187
C 9.378 14.214 13.474
O 9.082 14.997 12.578
H 8.842 11.567 15.009
H 10.018 12.828 15.489
H 10.636 11.513 14.635
H 8.572 11.490 12.281
H 9.370 12.930 11.401
H 10.366 11.696 11.923
H 9.489 14.589 14.446
C 17.623 12.569 14.343
N 17.337 13.720 13.451
C 17.773 13.631 12.101
C 17.229 14.906 14.064
O 17.109 15.971 13.518
H 18.661 12.295 14.277
H 16.949 11.748 14.162
H 17.383 12.852 15.393
H 18.848 13.507 12.027
H 17.302 12.819 11.614
H 17.312 14.529 11.633
H 17.084 14.812 15.116
C 15.201 15.576 17.592
N 15.951 14.372 17.931
C 16.916 14.536 18.935
C 15.481 13.089 17.698
O 15.900 12.075 18.204
H 14.474 15.892 18.327
H 14.525 15.314 16.745
H 15.869 16.370 17.295
H 16.513 14.259 19.920
H 17.723 13.759 18.783
H 17.327 15.545 18.961
H 14.729 13.010 16.914
C 13.229 15.777 12.321
N 13.215 14.572 13.136
C 13.088 13.297 12.522
C 13.199 14.765 14.502
O 13.129 13.882 15.317
H 12.256 15.913 11.880
H 14.060 15.800 11.629
H 13.409 16.634 12.994
H 12.051 13.222 12.119
H 13.769 13.138 11.657
H 13.251 12.546 13.274
H 13.119 15.874 14.782
*
```

The value obtained for the energy above the lowest of the compared OMol25 structures with the same formula, charge and spin is 65.8 kcal/mol. The calculation puts the LUMO energy at 0.41 eV. The calculation puts the frontier orbital gap at 8.5 eV. As for the SMILES: CC1(C)CCCC(C)(C)N1O.CC1(C)CCCC(C)(C)N1O.CN(C)C=O.CN(C)C=O.CN(C)C=O.CN(C)C=O.CN(C)C=O.CN(C)C=O.



Ordered max |F| results: 0.03288, 0.10896, 0.00485, 0.05911; unit Eh/bohr.